No. 1
# C27H24ClN8OS3W

A structure of composition C27H24ClN8OS3W at a distorted geometry (the ωB97M-V functional and the def2-TZVPD basis, the Open Molecules 2025 dataset).

ORCA input file:
```
! RIJCOSX wB97M-V def2-TZVPD def2/J DEFGRID3
* xyz 3 3
W -0.017 0.240 -0.818
Cl 6.299 2.338 2.441
C 4.809 2.120 1.631
C 4.149 3.224 1.055
C 2.953 3.059 0.400
C 2.344 1.794 0.294
O 1.197 1.646 -0.317
C 3.000 0.666 0.886
C 2.435 -0.631 0.890
N 1.302 -1.021 0.321
C 0.888 -2.356 0.535
C 1.604 -3.378 1.138
C 1.007 -4.623 1.377
C -0.290 -4.873 1.011
C -1.045 -3.876 0.355
C -2.386 -4.049 -0.040
C -3.049 -2.996 -0.628
C -2.368 -1.802 -0.868
N -1.090 -1.603 -0.540
C -0.439 -2.618 0.101
C 4.235 0.865 1.542
H 4.594 4.203 1.135
H 2.439 3.905 -0.033
H 3.003 -1.356 1.467
H 2.629 -3.258 1.454
H 1.587 -5.381 1.879
H -0.753 -5.821 1.234
H -2.874 -4.993 0.141
H -4.083 -3.082 -0.919
H -2.881 -0.984 -1.368
H 4.748 0.022 1.979
C -1.047 -0.331 2.677
C -1.918 0.463 1.780
N -1.605 0.835 0.550
C -2.591 1.637 -0.001
C -3.667 1.837 0.814
S -3.450 1.041 2.311
C -2.268 2.264 -1.267
C -2.969 3.178 -2.003
S -2.008 3.784 -3.280
C -0.716 2.769 -2.786
N -1.002 2.010 -1.746
C 0.607 2.770 -3.458
H -0.018 -0.343 2.314
H -1.414 -1.352 2.781
H -1.056 0.107 3.676
H -4.553 2.407 0.617
H -3.975 3.520 -1.863
H 0.745 3.702 -4.001
H 0.685 1.958 -4.184
H 1.398 2.677 -2.707
C 4.012 -1.503 -4.393
C 2.551 -1.435 -4.529
N 1.850 -1.857 -5.522
N 0.561 -1.599 -5.258
C 0.416 -1.009 -4.067
S -0.973 -0.508 -3.267
N 1.689 -0.876 -3.577
N 1.972 -0.309 -2.326
H 4.404 -2.068 -5.237
H 4.314 -1.999 -3.471
H 4.461 -0.510 -4.414
H -0.153 -1.853 -5.933
H 2.584 -0.960 -1.811
H 2.508 0.563 -2.455
*
```

Summary:
Calculated total energy   -3277.62978 hartree
Energy relative to the best compared isomer or geometry (same formula, charge and spin)   0.495 eV
Gap between HOMO and LUMO (alpha / beta)   6.7671 / 6.2242 eV
E_LUMO (alpha / beta)   -9.305 / -9.973 eV

No. 2
# C7H8ClF

The molecule C7H8ClF at a distorted geometry (the ωB97M-V functional and the def2-TZVPD basis, the Open Molecules 2025 dataset).

ORCA input file:
```
! RIJCOSX wB97M-V def2-TZVPD def2/J DEFGRID3
* xyz 0 1
C 0.532 -1.622 0.290
C 1.451 -1.383 -0.644
C -0.382 -0.625 0.892
C 1.594 -0.026 -1.307
C -0.843 0.424 0.223
C 2.084 0.080 -2.543
C -1.534 1.608 0.789
F 2.356 1.207 -3.144
Cl 1.822 -1.192 -3.671
H 0.550 -2.592 0.830
H 2.136 -2.121 -0.999
H -0.607 -0.874 1.957
H 1.476 0.879 -0.829
H -0.752 0.688 -0.769
H -0.753 2.320 1.137
H -1.963 1.317 1.808
H -2.310 2.060 0.132
*
```

Summary:
Calculated total energy   -831.49217 hartree
Energy relative to the best compared isomer or geometry (same formula, charge and spin)   0.488 eV
Gap between HOMO and LUMO   9.0387 eV
E_LUMO   0.657 eV

No. 3
# C4H5NO2

The molecule C4H5NO2 (the ωB97M-V functional and the def2-TZVPD basis, the Open Molecules 2025 dataset).

ORCA input file:
```
! RIJCOSX wB97M-V def2-TZVPD def2/J DEFGRID3
* xyz 0 1
C -0.382 -0.786 -0.163
C 0.273 1.052 0.653
C -1.074 0.366 0.436
N 0.469 -0.562 -1.192
C 1.235 0.762 -0.289
O -0.354 -1.943 0.462
O 2.372 1.010 -0.552
H 0.309 -2.498 0.013
H 0.028 -0.107 -1.988
H 0.456 1.709 1.490
H -1.762 0.882 -0.243
H -1.571 0.115 1.373
*
```

Summary:
Calculated total energy   -360.56843 hartree
Energy relative to the best compared isomer or geometry (same formula, charge and spin)   2.748 eV
Gap between HOMO and LUMO   8.3170 eV
E_LUMO   0.193 eV

No. 4
# C33H37BF3NO2

A structure of composition C33H37BF3NO2 at a distorted geometry (the ωB97M-V functional and the def2-TZVPD basis, the Open Molecules 2025 dataset).

ORCA input file:
```
! RIJCOSX wB97M-V def2-TZVPD def2/J DEFGRID3
* xyz 0 1
C -2.047 -1.760 -2.534
C -0.618 -1.502 -2.916
C -0.394 -1.862 -4.380
C -0.100 -0.040 -2.490
C 0.906 0.542 -3.512
C -1.190 0.972 -2.229
O 0.604 -0.272 -1.285
B 1.157 -1.491 -1.667
C 2.574 -1.941 -1.339
C 3.398 -1.603 -0.248
C 4.766 -1.814 -0.397
C 5.262 -2.352 -1.569
C 6.744 -2.511 -1.804
F 7.040 -3.707 -2.396
F 7.224 -1.524 -2.635
F 7.472 -2.443 -0.646
C 4.424 -2.756 -2.617
C 3.070 -2.607 -2.466
C -0.181 -1.903 0.988
C -1.084 -2.952 0.758
C 0.389 -3.189 1.228
O 0.211 -2.379 -2.128
H -2.716 -1.124 -3.132
H -2.281 -2.813 -2.751
H -2.192 -1.587 -1.455
H -0.979 -1.184 -5.010
H 0.665 -1.814 -4.667
H -0.745 -2.888 -4.546
H 0.408 0.736 -4.470
H 1.281 1.498 -3.124
H 1.768 -0.126 -3.658
H -1.800 1.111 -3.135
H -1.806 0.638 -1.386
H -0.715 1.929 -1.973
H 2.988 -1.164 0.656
H 5.456 -1.526 0.400
H 4.811 -3.166 -3.534
H 2.370 -2.935 -3.241
H 0.285 -0.941 1.264
H -1.949 -3.179 1.410
H -1.201 -3.335 -0.265
H 1.028 -3.652 0.459
H 0.608 -3.534 2.239
C -5.559 1.346 -0.357
N -4.374 1.306 0.459
C -3.550 0.225 0.627
C -2.453 0.589 1.456
C -1.333 -0.198 1.805
C -0.260 0.564 2.450
C 0.240 1.747 1.844
C 1.176 2.519 2.483
C 1.682 2.151 3.733
C 2.622 3.082 4.429
C 1.285 0.915 4.282
C 0.349 0.139 3.648
C -2.793 1.924 1.958
C -2.305 2.807 2.934
C -2.800 4.146 2.982
C -3.829 4.572 2.142
C -4.444 3.646 1.279
C -3.923 2.362 1.231
H -5.776 2.385 -0.631
H -5.421 0.763 -1.280
H -6.439 0.946 0.173
H -3.736 -0.740 0.148
H -1.583 -1.193 2.204
H -0.157 2.062 0.878
H 1.512 3.462 2.018
H 2.916 2.696 5.407
H 3.522 3.223 3.818
H 2.171 4.074 4.564
H 1.719 0.595 5.239
H 0.033 -0.819 4.104
H -1.583 2.467 3.661
H -2.363 4.845 3.704
H -4.174 5.622 2.169
H -5.281 3.921 0.641
*
```

Summary:
Calculated total energy   -1809.20955 hartree
Energy relative to the best compared isomer or geometry (same formula, charge and spin)   6.269 eV
Gap between HOMO and LUMO   4.9696 eV
E_LUMO   -0.719 eV

Please write out number 4 again, unchanged.
# C33H37BF3NO2

A structure of composition C33H37BF3NO2 at a distorted geometry (the ωB97M-V functional and the def2-TZVPD basis, the Open Molecules 2025 dataset).

ORCA input file:
```
! RIJCOSX wB97M-V def2-TZVPD def2/J DEFGRID3
* xyz 0 1
C -2.047 -1.760 -2.534
C -0.618 -1.502 -2.916
C -0.394 -1.862 -4.380
C -0.100 -0.040 -2.490
C 0.906 0.542 -3.512
C -1.190 0.972 -2.229
O 0.604 -0.272 -1.285
B 1.157 -1.491 -1.667
C 2.574 -1.941 -1.339
C 3.398 -1.603 -0.248
C 4.766 -1.814 -0.397
C 5.262 -2.352 -1.569
C 6.744 -2.511 -1.804
F 7.040 -3.707 -2.396
F 7.224 -1.524 -2.635
F 7.472 -2.443 -0.646
C 4.424 -2.756 -2.617
C 3.070 -2.607 -2.466
C -0.181 -1.903 0.988
C -1.084 -2.952 0.758
C 0.389 -3.189 1.228
O 0.211 -2.379 -2.128
H -2.716 -1.124 -3.132
H -2.281 -2.813 -2.751
H -2.192 -1.587 -1.455
H -0.979 -1.184 -5.010
H 0.665 -1.814 -4.667
H -0.745 -2.888 -4.546
H 0.408 0.736 -4.470
H 1.281 1.498 -3.124
H 1.768 -0.126 -3.658
H -1.800 1.111 -3.135
H -1.806 0.638 -1.386
H -0.715 1.929 -1.973
H 2.988 -1.164 0.656
H 5.456 -1.526 0.400
H 4.811 -3.166 -3.534
H 2.370 -2.935 -3.241
H 0.285 -0.941 1.264
H -1.949 -3.179 1.410
H -1.201 -3.335 -0.265
H 1.028 -3.652 0.459
H 0.608 -3.534 2.239
C -5.559 1.346 -0.357
N -4.374 1.306 0.459
C -3.550 0.225 0.627
C -2.453 0.589 1.456
C -1.333 -0.198 1.805
C -0.260 0.564 2.450
C 0.240 1.747 1.844
C 1.176 2.519 2.483
C 1.682 2.151 3.733
C 2.622 3.082 4.429
C 1.285 0.915 4.282
C 0.349 0.139 3.648
C -2.793 1.924 1.958
C -2.305 2.807 2.934
C -2.800 4.146 2.982
C -3.829 4.572 2.142
C -4.444 3.646 1.279
C -3.923 2.362 1.231
H -5.776 2.385 -0.631
H -5.421 0.763 -1.280
H -6.439 0.946 0.173
H -3.736 -0.740 0.148
H -1.583 -1.193 2.204
H -0.157 2.062 0.878
H 1.512 3.462 2.018
H 2.916 2.696 5.407
H 3.522 3.223 3.818
H 2.171 4.074 4.564
H 1.719 0.595 5.239
H 0.033 -0.819 4.104
H -1.583 2.467 3.661
H -2.363 4.845 3.704
H -4.174 5.622 2.169
H -5.281 3.921 0.641
*
```

Summary:
Calculated total energy   -1809.20955 hartree
Energy relative to the best compared isomer or geometry (same formula, charge and spin)   6.269 eV
Gap between HOMO and LUMO   4.9696 eV
E_LUMO   -0.719 eV

Among the records above, which one has the lowest energy relative to the best compared isomer or geometry (same formula, charge and spin)? C7H8ClF

The highest energy relative to the best compared isomer or geometry (same formula, charge and spin) belongs to which entry? C33H37BF3NO2